{
  "formula": "C75H168F24N5P6",
  "method": "wB97M-V/def2-TZVPD",
  "symbols": ["C", "C", "C", "C", "P", "C", "C", "C", "C", "C", "C", "C", "C", "C", "C", "C", "C", "H", "H", "H", "H", "H", "H", "H", "H", "H", "H", "H", "H", "H", "H", "H", "H", "H", "H", "H", "H", "H", "H", "H", "H", "H", "H", "H", "H", "H", "H", "H", "H", "H", "H", "H", "H", "C", "C", "C", "C", "P", "C", "C", "C", "C", "C", "C", "C", "C", "C", "C", "C", "C", "H", "H", "H", "H", "H", "H", "H", "H", "H", "H", "H", "H", "H", "H", "H", "H", "H", "H", "H", "H", "H", "H", "H", "H", "H", "H", "H", "H", "H", "H", "H", "H", "H", "H", "H", "H", "C", "C", "C", "C", "N", "C", "C", "C", "C", "C", "H", "H", "H", "H", "H", "H", "H", "H", "H", "H", "H", "H", "H", "H", "H", "H", "H", "H", "H", "H", "C", "C", "C", "C", "N", "C", "C", "C", "C", "C", "H", "H", "H", "H", "H", "H", "H", "H", "H", "H", "H", "H", "H", "H", "H", "H", "H", "H", "H", "H", "C", "C", "C", "C", "N", "C", "C", "C", "C", "C", "H", "H", "H", "H", "H", "H", "H", "H", "H", "H", "H", "H", "H", "H", "H", "H", "H", "H", "H", "H", "C", "C", "C", "N", "C", "C", "C", "C", "C", "H", "H", "H", "H", "H", "H", "H", "H", "H", "H", "H", "H", "H", "H", "H", "H", "H", "H", "C", "C", "C", "N", "C", "C", "C", "C", "C", "H", "H", "H", "H", "H", "H", "H", "H", "H", "H", "H", "H", "H", "H", "H", "H", "H", "H", "P", "F", "F", "F", "F", "F", "F", "P", "F", "F", "F", "F", "F", "F", "P", "F", "F", "F", "F", "F", "F", "P", "F", "F", "F", "F", "F", "F"],
  "xyz": [[-7.4480, 10.7337, 1.1409], [-7.6434, 9.8107, 2.3191], [-6.2567, 9.2392, 2.7786], [-5.4123, 8.2944, 1.8243], [-3.6242, 7.9871, 2.2546], [-2.6939, 7.1695, 0.9005], [-1.2691, 6.6331, 1.1345], [-0.5617, 6.0471, -0.0092], [-1.0853, 4.7026, -0.4613], [-3.5385, 6.8999, 3.8107], [-4.5133, 5.6858, 3.7390], [-4.3952, 4.6653, 4.9418], [-4.9728, 5.4477, 6.1603], [-2.7189, 9.5729, 2.5473], [-2.6190, 10.3943, 1.3086], [-1.1332, 10.6335, 0.9312], [-1.0495, 11.0611, -0.5234], [-7.7957, 10.4187, 0.1571], [-6.4475, 10.9743, 0.7814], [-8.1483, 11.5660, 1.2113], [-8.3749, 9.0436, 2.0649], [-8.1712, 10.3454, 3.1088], [-6.2897, 8.7832, 3.7681], [-5.6316, 10.1186, 2.9334], [-5.5220, 8.4973, 0.7590], [-5.7527, 7.2662, 1.9461], [-2.8683, 7.8605, 0.0757], [-3.1839, 6.3202, 0.4243], [-1.2345, 5.8955, 1.9363], [-0.5550, 7.2549, 1.6744], [0.5254, 5.9871, 0.0431], [-0.5803, 6.7491, -0.8428], [-0.9241, 4.1272, 0.4502], [-0.5634, 4.3529, -1.3521], [-2.1296, 4.9427, -0.6611], [-3.6752, 7.4851, 4.7201], [-2.5718, 6.4027, 3.8910], [-4.2657, 5.1050, 2.8504], [-5.5395, 6.0036, 3.5551], [-3.3352, 4.4607, 5.0917], [-4.8605, 3.6852, 4.8361], [-4.8401, 6.5272, 6.0875], [-4.6822, 5.1594, 7.1705], [-6.0589, 5.3915, 6.0873], [-1.7398, 9.3452, 2.9685], [-3.3607, 10.0528, 3.2862], [-3.0627, 11.3639, 1.5348], [-3.2100, 10.0917, 0.4441], [-0.5784, 9.7248, 1.1650], [-0.7336, 11.3874, 1.6094], [-1.8738, 11.7163, -0.8049], [-1.1816, 10.1977, -1.1755], [-0.2074, 11.4161, -1.1176], [6.2855, 1.4154, -0.9057], [6.3006, 0.9718, 0.5808], [6.1465, -0.5832, 0.8800], [7.1791, -1.4950, 0.2277], [7.1410, -3.3298, 0.4493], [6.7326, -3.6807, 2.2384], [7.8262, -3.4252, 3.2924], [7.4896, -4.2437, 4.6183], [6.1463, -3.9496, 5.1940], [5.7796, -3.9731, -0.5213], [5.7212, -3.5937, -2.0117], [4.5450, -4.2379, -2.7453], [4.4998, -3.7333, -4.2084], [8.7399, -4.1229, -0.0807], [8.9003, -5.6300, 0.4625], [10.3319, -6.1286, 0.2855], [11.0067, -5.7580, -1.0509], [7.0971, 0.9359, -1.4528], [6.3685, 2.4682, -1.1757], [5.3804, 1.3300, -1.5071], [5.4472, 1.4498, 1.0617], [7.1419, 1.3652, 1.1513], [5.1463, -0.9643, 0.6737], [6.0405, -0.7881, 1.9453], [8.1733, -1.1020, 0.4402], [7.0938, -1.3434, -0.8483], [6.2837, -4.6740, 2.2334], [5.7843, -3.2361, 2.5405], [7.9655, -2.3749, 3.5486], [8.8146, -3.7198, 2.9395], [8.2695, -4.1118, 5.3683], [7.5114, -5.3133, 4.4097], [5.2905, -4.3306, 4.6368], [6.0522, -2.8692, 5.3036], [6.1848, -4.3328, 6.2136], [4.8709, -3.5211, -0.1238], [5.6340, -5.0357, -0.3270], [6.6051, -3.9664, -2.5293], [5.6061, -2.5110, -2.0619], [3.6334, -4.1122, -2.1611], [4.6027, -5.3257, -2.7837], [5.3630, -3.7843, -4.8720], [4.2471, -2.6744, -4.1523], [3.6390, -4.1931, -4.6938], [9.4959, -3.4393, 0.3057], [8.7956, -4.0935, -1.1689], [8.2535, -6.3129, -0.0883], [8.5190, -5.6563, 1.4833], [10.4347, -7.2090, 0.3865], [10.9060, -5.8747, 1.1766], [10.4136, -5.8745, -1.9580], [11.8577, -6.4002, -1.2776], [11.4551, -4.7669, -0.9817], [1.1731, -7.6518, -5.4335], [1.0517, -6.2685, -4.8634], [-0.3210, -5.6277, -4.8809], [-0.8902, -5.0538, -6.1326], [-2.3336, -4.5895, -6.0063], [-3.3517, -5.7681, -5.7144], [-4.6925, -5.3907, -6.4567], [-4.3118, -4.2703, -7.4974], [-2.8335, -3.9818, -7.3409], [-2.5165, -3.5450, -4.8768], [0.9786, -7.6791, -6.5056], [0.4567, -8.3441, -4.9913], [2.1596, -8.0690, -5.2314], [1.8509, -5.5690, -5.1082], [1.2911, -6.2897, -3.8002], [-0.2141, -4.7645, -4.2239], [-0.9701, -6.2153, -4.2316], [-0.9512, -5.7588, -6.9616], [-0.3614, -4.1578, -6.4577], [-3.5910, -5.7954, -4.6513], [-2.9463, -6.7167, -6.0664], [-5.4297, -5.0743, -5.7189], [-5.0404, -6.3431, -6.8567], [-5.0065, -3.4631, -7.2652], [-4.5869, -4.5777, -8.5063], [-2.5496, -2.9434, -7.1701], [-2.2441, -4.4511, -8.1286], [-1.6737, -2.8582, -4.9540], [-2.3742, -4.0934, -3.9456], [-3.4182, -2.9348, -4.9278], [0.8281, -7.2865, 0.8228], [-0.5147, -6.9217, 0.1758], [-1.5443, -6.4137, 1.1424], [-1.3155, -4.9075, 1.5100], [-2.1987, -4.2271, 2.6647], [-3.7523, -4.5295, 2.6612], [-4.1084, -4.6856, 4.1578], [-2.8365, -5.1299, 4.8639], [-1.7348, -4.9627, 3.9391], [-2.1483, -2.7380, 2.8857], [0.6578, -7.9979, 1.6308], [1.3828, -6.4879, 1.3154], [1.4917, -7.8315, 0.1514], [-0.9305, -7.8313, -0.2576], [-0.3621, -6.2432, -0.6635], [-1.6260, -7.1763, 1.9170], [-2.4101, -6.5542, 0.4952], [-1.4078, -4.2324, 0.6593], [-0.2729, -4.7133, 1.7620], [-4.3423, -3.7380, 2.1991], [-3.9802, -5.5077, 2.2377], [-4.3136, -3.7095, 4.5973], [-4.9496, -5.3621, 4.3086], [-2.6600, -4.4598, 5.7053], [-2.7847, -6.1741, 5.1720], [-1.0354, -4.3850, 4.5434], [-1.2311, -5.9143, 3.7692], [-2.2198, -2.3707, 1.8619], [-1.1458, -2.4441, 3.1966], [-2.8654, -2.3035, 3.5822], [-2.4612, 2.3938, 2.8678], [-1.1541, 1.6049, 2.7390], [-0.7142, 1.3517, 1.2558], [-0.6986, -0.1288, 0.8703], [-0.0388, -0.3398, -0.5438], [-0.1802, -1.8475, -0.9211], [1.0480, -2.2555, -1.7188], [2.0238, -0.9717, -1.6585], [1.4909, -0.1532, -0.4975], [-0.6185, 0.6490, -1.6559], [-3.2677, 1.7981, 2.4401], [-2.5709, 3.2855, 2.2506], [-2.8199, 2.4824, 3.8933], [-1.2973, 0.7007, 3.3307], [-0.3793, 2.1510, 3.2769], [0.2895, 1.7767, 1.2450], [-1.2660, 1.9132, 0.5020], [-1.7232, -0.4853, 0.7647], [-0.1103, -0.7708, 1.5259], [-1.1029, -1.8909, -1.4998], [-0.2475, -2.4438, -0.0112], [0.7868, -2.4847, -2.7519], [1.6512, -3.0940, -1.3706], [2.1052, -0.3997, -2.5829], [3.0096, -1.2458, -1.2828], [1.7513, 0.9051, -0.5111], [1.9490, -0.3395, 0.4738], [-1.6134, 0.2162, -1.7602], [-0.0149, 0.4305, -2.5368], [-0.4358, 1.6954, -1.4112], [-7.3129, -2.5870, -5.1385], [-6.0331, -1.7161, -5.0714], [-6.3680, -0.2292, -4.8391], [-5.2873, 0.7468, -5.0097], [-4.2574, 0.3042, -3.9014], [-5.6721, 2.2293, -4.8973], [-5.1700, 2.9436, -6.2290], [-4.0803, 2.0439, -6.6660], [-4.5245, 0.6349, -6.3135], [-7.9337, -2.3250, -4.2817], [-7.0893, -3.6522, -5.0796], [-8.0362, -2.3487, -5.9183], [-5.4042, -1.8947, -5.9435], [-5.5013, -2.2038, -4.2544], [-6.6393, 0.0518, -3.8215], [-7.1549, 0.1265, -5.5042], [-4.0390, -0.7577, -3.7887], [-4.7373, 0.6251, -2.9768], [-3.3698, 0.9259, -4.0186], [-5.2629, 2.7287, -4.0191], [-6.7341, 2.3162, -4.6673], [-4.8952, 3.9835, -6.0519], [-6.0465, 3.1118, -6.8547], [-3.1860, 2.2596, -6.0813], [-3.9146, 2.1139, -7.7411], [-3.6928, -0.0676, -6.3657], [-5.2329, 0.3757, -7.1004], [6.8136, 6.3191, 3.3970], [5.4691, 5.7329, 3.5900], [5.4693, 4.2251, 3.1465], [4.2591, 3.4762, 3.7090], [2.9176, 4.0848, 3.1325], [4.4203, 1.9242, 3.5246], [3.6401, 1.2577, 4.6806], [3.4206, 2.2508, 5.7256], [4.1889, 3.5251, 5.2727], [7.5263, 5.8652, 4.0856], [6.8587, 7.4064, 3.4583], [7.1471, 6.0303, 2.4003], [4.9912, 6.2888, 2.7833], [5.0055, 5.9559, 4.5510], [6.2177, 3.6819, 3.7235], [5.3568, 3.9543, 2.0966], [2.6740, 3.9304, 2.0813], [2.8819, 5.1735, 3.1719], [2.0826, 3.6156, 3.6529], [3.7904, 1.7154, 2.6599], [5.4841, 1.7287, 3.3899], [2.7111, 0.9595, 4.1945], [4.1170, 0.3526, 5.0567], [2.3760, 2.4972, 5.9161], [3.7897, 1.8362, 6.6636], [3.7077, 4.4519, 5.5854], [5.2014, 3.3938, 5.6545], [-4.2903, -3.5487, -1.3083], [-4.9503, -4.2197, -2.6957], [-3.4748, -2.6956, -2.4500], [-5.3218, -2.3471, -1.2829], [-3.3662, -2.8637, -0.1330], [-5.1391, -4.3936, -0.2158], [-3.1447, -4.7027, -1.2694], [-4.7765, -0.8328, 5.9624], [-3.8959, 0.5206, 5.4114], [-4.7268, -1.1717, 4.2388], [-3.4547, -1.7087, 6.0720], [-5.5606, -2.1588, 6.4479], [-4.6981, -0.2353, 7.5706], [-6.1609, -0.1530, 5.6864], [0.1842, -0.1425, -6.2129], [-1.0714, -0.1780, -5.1761], [0.6076, 1.3267, -5.4653], [1.1009, -1.1335, -5.2476], [1.5110, -0.0019, -7.1499], [-0.1544, -1.5911, -6.8141], [-0.8313, 0.5817, -7.3001], [2.3445, -2.5573, 2.8524], [2.2387, -0.9413, 2.8107], [1.2110, -2.4710, 4.0255], [1.3917, -2.6748, 1.5616], [2.2475, -4.1516, 3.0467], [3.4884, -2.6851, 1.6710], [3.5456, -2.3984, 3.9363]],
  "atomic_forces_ev_per_a": [[-1.067, 0.538, -1.877], [0.747, -1.082, -0.557], [0.699, 0.360, 0.160], [-0.240, -0.511, 0.515], [0.607, -0.187, 1.252], [-0.483, -0.654, -0.629], [0.760, 0.643, 2.660], [1.318, 0.565, -2.951], [-0.123, 1.228, 0.610], [-0.645, -0.651, -0.715], [0.018, -1.157, -0.386], [0.266, 2.482, 0.807], [-0.735, -0.229, -0.248], [-1.345, -1.661, 0.602], [0.653, 1.647, -0.635], [-0.139, 0.358, -0.126], [-0.504, -0.698, -1.751], [-0.473, -1.258, 0.063], [0.350, 0.653, 1.139], [0.790, 0.688, 0.388], [0.274, -0.414, -0.083], [0.713, 0.037, 0.388], [-0.262, -0.280, -0.023], [-0.010, 0.260, 0.017], [0.187, 0.353, -0.007], [-0.436, -0.136, -0.183], [0.965, 0.599, -0.110], [-0.824, -0.258, 0.718], [-1.054, -0.760, 0.066], [-0.294, 1.345, -0.489], [0.152, -0.047, 1.109], [-0.521, 0.216, -0.315], [-0.456, -0.909, -0.466], [-0.160, -0.229, 0.187], [-0.225, -1.116, -0.182], [-0.093, 0.245, -0.220], [0.454, 0.592, -0.249], [0.175, 0.077, -0.400], [-0.141, -0.005, 0.509], [0.187, 0.058, 0.014], [-0.351, 0.324, -0.460], [0.568, -0.024, -0.038], [0.121, -0.308, -0.240], [-0.153, -0.342, 0.245], [-0.114, -0.015, 0.209], [0.300, 0.099, 0.334], [0.061, 0.179, -0.044], [0.099, -0.603, -0.048], [0.200, -0.138, -0.366], [-0.002, 0.109, 0.011], [-0.029, 0.198, 0.266], [-0.720, -0.648, 0.194], [0.813, 0.704, 1.398], [0.495, -0.062, -0.534], [-1.077, -0.579, -0.178], [-0.913, 0.055, 0.293], [0.559, 0.240, -0.718], [-0.100, 0.235, 1.248], [-0.116, 0.091, -0.574], [-0.079, -1.293, 0.962], [0.802, -0.092, -1.601], [0.013, 0.806, 0.847], [-1.065, 0.322, -0.320], [0.179, -1.085, 0.253], [0.744, -0.476, -0.623], [-1.568, 0.771, 0.781], [-0.891, -0.593, 0.886], [-0.388, 1.037, -0.757], [0.579, -0.616, 0.148], [0.738, 0.115, 0.448], [-0.072, -0.062, -0.129], [0.854, 0.483, 1.149], [-0.519, -1.349, 0.502], [-0.208, -0.110, 0.065], [0.425, -0.087, -0.418], [-0.309, 0.326, -1.006], [0.912, 0.451, 0.493], [0.272, -0.329, 0.270], [0.042, -0.153, -0.263], [0.946, -0.828, 0.027], [0.051, 1.161, -0.414], [-0.496, 0.201, -0.111], [0.011, -0.306, -0.141], [0.058, 0.373, -0.127], [0.246, -0.125, -0.381], [0.097, -0.066, 0.108], [-0.349, 0.171, -0.029], [-0.606, -0.207, -0.036], [-0.068, 0.102, 0.594], [0.396, -0.182, -0.121], [0.311, 0.552, -0.056], [0.314, 0.058, -0.342], [-0.377, 0.640, -0.373], [0.597, -0.196, 0.220], [0.250, -0.557, 0.562], [-0.022, 0.239, -0.223], [0.166, -0.071, -0.261], [0.318, -0.243, 0.093], [-0.081, 0.088, -0.005], [-0.289, 0.316, -0.307], [0.435, -0.111, 0.186], [-0.887, -0.269, -0.190], [0.401, 0.843, -0.284], [-0.524, 0.272, 0.254], [0.054, -0.193, 0.438], [-0.293, 0.222, -0.338], [0.041, -0.371, -0.394], [0.425, 0.414, 0.994], [0.202, 1.135, 1.766], [-1.157, -0.083, -0.988], [-2.329, -0.520, 0.790], [-0.577, 1.312, -0.391], [1.785, -0.482, 0.270], [-1.370, -0.938, 0.794], [0.786, 0.030, 1.095], [1.618, -0.813, -0.501], [0.221, 0.021, -0.099], [-0.123, 0.100, 0.189], [0.021, 0.035, -0.213], [-0.111, 0.012, -1.167], [-0.222, -0.563, 0.417], [0.211, 0.383, 0.131], [-0.566, -0.574, -0.761], [0.288, -0.101, -0.033], [0.287, -0.102, -0.022], [0.618, -0.126, 0.011], [0.234, 0.267, -0.009], [0.116, 0.216, -0.173], [-0.238, 0.338, -0.450], [0.531, 0.437, -0.120], [0.365, -0.028, -0.004], [-0.105, 0.127, -0.887], [-0.008, 0.240, 0.019], [0.069, 0.144, -0.225], [-0.589, 0.250, -0.082], [-0.187, -0.793, -0.193], [-0.012, -0.558, 0.375], [1.833, -0.296, -0.084], [-1.123, 0.869, -0.651], [-0.261, 0.979, -0.012], [-0.914, -2.333, 1.465], [0.346, -0.660, 1.075], [0.732, -0.254, -0.499], [-1.637, -0.372, 0.648], [1.916, 0.869, -0.221], [1.954, -0.091, -1.706], [-0.225, -0.152, 0.103], [-0.068, 0.385, -0.352], [0.034, 0.298, -0.223], [0.041, -0.042, -0.045], [-0.090, 0.233, -0.044], [0.026, 0.578, 0.597], [-0.785, 0.680, 0.653], [-0.760, -0.457, -0.327], [0.010, -0.252, 0.853], [0.524, -0.153, -0.412], [0.448, 0.196, -0.636], [-0.739, 0.482, 0.048], [-0.145, 0.323, 0.024], [-0.273, -0.405, 0.544], [-0.712, 0.050, 0.580], [0.746, 0.467, -1.120], [-0.147, 0.205, -0.859], [-0.646, 0.464, 0.200], [0.123, -0.301, 0.291], [-0.182, -0.706, -0.253], [-1.014, -1.047, -0.572], [-0.748, 0.637, -0.209], [0.684, -0.250, 1.038], [0.489, 0.588, -1.619], [0.899, 0.598, 1.059], [-0.245, 0.640, -0.273], [1.438, 1.634, -0.848], [-0.348, -0.801, 0.922], [-0.547, 1.117, 0.079], [1.199, -2.684, 0.898], [-0.097, -0.466, -0.201], [0.610, 0.483, 0.469], [0.480, 0.590, 0.030], [0.157, -0.337, -0.307], [0.235, -0.007, -0.157], [0.303, -0.268, -0.484], [-0.403, 0.018, 0.451], [0.015, -0.181, 0.045], [-0.113, 0.156, 0.101], [-0.077, -0.335, 0.128], [-0.190, 0.465, 0.068], [0.057, 0.218, -0.049], [-0.620, -0.078, 0.549], [-0.119, -0.253, -0.030], [0.230, -0.327, -0.677], [-0.488, 0.350, -0.894], [-0.678, -1.300, 0.167], [-0.260, 0.983, -0.283], [-0.278, -0.090, -0.202], [-0.534, -0.312, 0.376], [-0.602, 1.027, 0.387], [-0.590, -0.677, 0.214], [-1.001, 0.304, -0.135], [4.000, -0.983, 0.548], [-0.648, 2.112, 0.394], [-0.192, 0.757, -0.227], [-2.143, 0.308, 1.886], [0.713, -0.457, -0.243], [-0.688, 0.675, -1.662], [0.226, -0.306, 0.532], [-0.040, 0.184, -0.171], [0.554, -0.185, -0.688], [-0.126, 0.444, -0.262], [0.255, 0.594, 0.338], [-0.775, -0.951, 0.138], [-0.260, -0.364, -0.072], [-0.203, 0.145, -0.799], [0.015, -0.103, 0.147], [0.103, -0.316, -0.240], [0.763, -0.637, 0.062], [-0.194, -0.355, -0.638], [0.504, -0.187, 0.435], [0.158, -0.805, -0.596], [0.312, 0.200, -0.410], [0.495, -0.017, 0.170], [-0.188, -0.102, 0.719], [-0.297, -0.412, 0.210], [1.954, -0.484, 0.285], [-0.913, -0.396, -2.208], [-1.482, -0.131, 2.392], [-1.681, 0.072, 1.054], [0.344, -0.835, 0.360], [-1.568, 1.054, -0.507], [0.165, -1.222, -2.147], [-0.217, 1.937, 1.329], [-0.461, -0.577, -0.168], [0.271, 0.316, 0.122], [-0.149, -0.154, 0.181], [0.203, 0.200, -0.125], [-1.275, -0.118, 0.313], [0.069, -0.345, -0.074], [0.842, 0.220, -0.827], [0.961, 0.624, -0.145], [1.029, -0.789, -0.257], [0.426, -0.131, 0.884], [0.169, 0.226, 0.380], [0.934, -0.174, -0.546], [-0.235, -0.101, 0.082], [-0.048, -0.357, 0.452], [0.070, 0.035, -0.293], [-0.080, -0.128, -0.192], [0.180, 0.632, 0.164], [0.372, -0.068, 0.017], [0.159, 0.608, -0.300], [0.677, -0.997, -1.140], [-0.602, -0.417, 1.916], [1.390, 0.816, 0.541], [-0.642, -0.020, 0.368], [-0.503, 0.808, 0.261], [0.148, 0.591, -1.055], [-0.176, -0.319, -0.840], [-1.130, -0.598, 3.888], [-0.883, -1.405, 0.162], [0.219, 0.117, 0.730], [0.451, 1.098, -0.213], [0.291, 0.747, -0.989], [0.388, -0.808, -3.451], [0.688, 0.690, -0.143], [1.891, 0.798, -0.680], [-0.134, -0.570, 0.409], [-0.422, -1.920, -0.690], [0.198, 1.751, 1.981], [-1.461, 0.347, 0.228], [-1.807, -0.291, -1.515], [1.235, -0.371, 0.896], [1.091, -0.933, 1.222], [0.304, 0.513, -1.052], [-0.336, 0.102, -0.744], [-2.273, 0.378, 0.286], [0.664, 0.033, -0.358], [0.868, 0.438, 0.677], [-0.464, -0.313, -0.343]],
  "homo_lumo_gap_ev": [9.909, 2.442],
  "s2": 0.76,
  "multiplicity": 2,
  "e_tot_ev": -208885.1744,
  "homo_energy_ev": [-16.86, -16.86],
  "charge": 4
}